110
Properties=species:S:1:pos:R:3 method="wB97M-V/def2-TZVPD" energy_ha=-2016.4797 smiles="CCCCCCCCCCCCCCCCNC(=O)OCCCF.COCCOCCOC.COCCOCCOC" e_lumo_ev=0.6 gap_ev=9.58
C -2.752 0.002 4.827
C -1.907 1.278 4.957
C -0.772 1.360 3.936
C -1.230 1.267 2.478
C -2.109 2.443 2.013
C -1.627 3.215 0.765
C -0.116 3.487 0.647
C 0.569 2.926 -0.627
C 1.463 1.724 -0.349
C 1.853 0.947 -1.610
C 2.892 -0.137 -1.333
C 2.542 -1.010 -0.141
C 1.162 -1.671 -0.245
C 0.964 -2.699 0.862
C -0.380 -3.471 0.856
C -1.497 -2.896 -0.017
N -2.636 -3.839 -0.003
C -3.928 -3.380 0.068
O -4.829 -3.903 0.682
O -4.079 -2.288 -0.699
C -5.349 -1.636 -0.619
C -5.593 -0.940 0.700
C -4.440 -0.055 1.155
F -3.586 0.230 0.083
H -3.585 0.154 4.136
H -2.156 -0.817 4.409
H -3.149 -0.318 5.791
H -2.560 2.148 4.828
H -1.499 1.352 5.968
H -0.231 2.306 4.066
H -0.050 0.559 4.140
H -1.790 0.335 2.354
H -0.349 1.168 1.844
H -2.279 3.150 2.833
H -3.099 2.043 1.765
H -2.138 4.182 0.777
H -1.992 2.700 -0.123
H 0.410 3.098 1.523
H 0.030 4.570 0.655
H -0.198 2.611 -1.345
H 1.149 3.702 -1.136
H 0.903 1.048 0.305
H 2.374 2.050 0.166
H 0.956 0.487 -2.040
H 2.244 1.632 -2.370
H 3.872 0.331 -1.183
H 2.997 -0.780 -2.214
H 3.301 -1.787 -0.001
H 2.555 -0.407 0.778
H 1.070 -2.149 -1.227
H 0.380 -0.907 -0.173
H 1.068 -2.182 1.822
H 1.782 -3.423 0.799
H -0.763 -3.502 1.883
H -0.215 -4.509 0.545
H -1.155 -2.747 -1.043
H -1.825 -1.916 0.342
H -2.530 -4.546 0.715
H -6.134 -2.378 -0.786
H -5.372 -0.928 -1.447
H -6.498 -0.335 0.588
H -5.804 -1.693 1.461
H -3.854 -0.508 1.958
H -4.819 0.900 1.530
C 7.754 -5.611 2.707
O 7.930 -4.226 2.512
C 7.761 -3.748 1.195
C 6.681 -2.694 1.046
O 5.366 -3.085 1.389
C 5.026 -3.363 2.733
C 5.070 -2.194 3.696
O 6.356 -1.640 3.879
C 6.494 -0.265 3.598
H 8.719 -6.126 2.741
H 7.251 -5.764 3.664
H 7.140 -6.057 1.920
H 7.566 -4.576 0.504
H 8.698 -3.273 0.878
H 6.625 -2.479 -0.025
H 6.968 -1.764 1.539
H 5.582 -4.217 3.127
H 3.975 -3.663 2.686
H 4.720 -2.578 4.663
H 4.360 -1.425 3.371
H 5.721 0.089 2.910
H 7.468 -0.104 3.132
H 6.450 0.329 4.516
C -4.360 4.448 -7.648
O -4.308 3.292 -6.842
C -3.223 2.416 -7.064
C -2.349 2.189 -5.846
O -1.710 3.330 -5.313
C -2.469 4.325 -4.654
C -3.090 3.924 -3.332
O -4.058 2.903 -3.435
C -3.827 1.728 -2.682
H -5.057 4.312 -8.481
H -4.713 5.280 -7.037
H -3.376 4.708 -8.048
H -2.608 2.766 -7.900
H -3.625 1.434 -7.343
H -1.526 1.555 -6.190
H -2.885 1.626 -5.079
H -3.214 4.775 -5.313
H -1.739 5.103 -4.415
H -3.579 4.823 -2.934
H -2.301 3.642 -2.628
H -2.770 1.592 -2.439
H -4.154 0.875 -3.282
H -4.403 1.741 -1.754